<i>
A structure of composition C4H6O2, computed with wB97M-V/def2-TZVPD.

Charge: 0
Kohn-Sham gap (alpha / beta), hartree: 0.2920 / 0.2920
Lowest unoccupied orbital energy (alpha / beta), eV: 0.526 / 0.527
HOMO level (alpha / beta), Ha: -0.273 / -0.273

Cartesian coordinates (Å):
1 H -1.86 0.43 0.91
2 O -0.03 1.10 -0.89
3 C -0.53 -0.23 -0.72
4 H 1.04 -1.95 -0.24
5 C 0.75 -0.91 -0.31
6 H -1.07 -0.54 -1.61
7 H -0.07 0.55 1.10
8 O 1.59 -0.01 0.11
9 H 1.45 2.06 0.21
10 C 0.84 1.16 0.19
11 C -1.09 -0.30 0.67
12 H -1.36 -1.31 0.99

Atom-resolved charges from Mulliken, all expressed in e: H 0.3735; O -0.4132; C 0.1762; H 0.4120; C -0.3124; H 0.4277; H 0.4084; O -0.2423; H 0.2875; C -0.2736; C -1.1375; H 0.2937

---

<ii>
A structure of composition C4H6O2, computed with wB97M-V/def2-TZVPD.

Charge: 0
Kohn-Sham gap, hartree: 0.3296
Lowest unoccupied orbital energy, eV: 0.535
HOMO level, Ha: -0.310

Cartesian coordinates (Å):
1 H -0.71 -1.46 -1.62
2 H 0.79 -0.80 -0.72
3 C -0.63 -1.00 -0.63
4 C 1.79 0.10 -0.25
5 O -1.41 0.21 -0.64
6 H -1.36 0.60 1.42
7 O 1.35 -0.10 1.29
8 C 0.52 0.34 0.44
9 H -1.01 -1.71 0.13
10 H -0.92 1.98 0.35
11 H 2.49 0.94 -0.24
12 C -0.88 0.89 0.47

Atom-resolved charges from Mulliken, all expressed in e: H 0.3262; H 0.3888; C -0.7009; C -0.8820; O -0.3349; H 0.2698; O -0.3987; C 0.9019; H 0.2964; H 0.2976; H 0.2495; C -0.4135

---

<i> takes first place; second place is 2.310 eV up.

---

<i>
The ion C3H7N4 with charge +1, computed with wB97M-V/def2-TZVPD.

Charge: +1
Kohn-Sham gap, hartree: 0.3402
Lowest unoccupied orbital energy, eV: -4.043
SMILES: [NH3+]/C=C1/CN=NN1
HOMO level, Ha: -0.489

Cartesian coordinates (Å):
1 C 2.45 -0.23 0.84
2 H -0.16 -1.43 -0.97
3 H 2.47 -1.12 1.45
4 N 0.64 1.24 0.94
5 H -0.12 1.90 0.88
6 N -1.60 0.11 -0.53
7 H -1.83 0.34 -1.51
8 N 2.67 0.94 1.57
9 N 1.73 1.70 1.62
10 H 3.10 -0.33 -0.03
11 H -1.65 0.97 0.03
12 C 0.79 0.04 0.29
13 C -0.26 -0.50 -0.45
14 H -2.30 -0.56 -0.18

Atom-resolved charges from Mulliken, all expressed in e: C -0.2382; H 0.4067; H 0.2986; N 0.2545; H 0.1868; N -0.2178; H 0.3667; N -0.1254; N -0.5242; H 0.3038; H 0.3084; C 0.3873; C -0.7827; H 0.3754

---

<ii>
The ion C3H7N4 with charge +1, computed with wB97M-V/def2-TZVPD.

Charge: +1
Kohn-Sham gap (alpha / beta), hartree: 0.2975 / 0.2978
Lowest unoccupied orbital energy (alpha / beta), eV: -5.997 / -5.995
HOMO level (alpha / beta), Ha: -0.518 / -0.518

Cartesian coordinates (Å):
1 H 1.01 1.40 1.67
2 H 0.00 2.02 -1.67
3 H -0.87 -2.24 -1.26
4 N 0.56 0.55 1.29
5 H -0.43 0.60 1.54
6 H 1.90 0.66 -0.26
7 H 0.73 -0.26 1.79
8 H -0.64 -1.94 0.51
9 N 0.67 -0.97 -0.69
10 C -0.23 1.21 -0.99
11 C -0.61 -1.46 -0.53
12 N -1.59 -0.46 -0.35
13 N -1.33 0.65 -0.77
14 C 0.84 0.26 -0.27

Atom-resolved charges from Mulliken, all expressed in e: H 0.3411; H 0.3832; H 0.3756; N -0.3927; H 0.3703; H 0.4014; H 0.3008; H 0.3217; N -0.3819; C -0.1324; C -0.3642; N -0.4112; N 0.1901; C -0.0018

---

<i> takes first place; second place is 1.719 eV up.